Molecular formula: C4H7BrNS
Method: DFT, ωB97M-V with the def2-TZVPD basis set

Each line ends with the Mulliken charge.
CARTESIAN COORDINATES (ANGSTROEM)
C -1.126 1.135 0.899  -0.440
C -1.019 0.264 -0.275  0.598
C 1.433 1.259 1.554  -0.472
C 0.189 -1.576 -1.500  -1.059
N -0.013 -0.582 -0.395  -0.297
S -0.087 1.512 2.110  0.118
Br -2.348 0.251 -1.555  0.021
H -2.008 1.796 0.899  0.322
H 1.702 0.727 0.696  0.435
H 2.112 1.555 2.380  0.267
H 1.330 -1.802 -1.436  0.308
H -0.534 -2.346 -1.396  0.417
H 0.039 -1.259 -2.505  0.410
H 0.330 -0.935 0.525  0.373

HOMO-LUMO gap (spin up / spin down) = 7.33 / 7.33 eV
Highest occupied orbital energy (spin up / spin down) = -0.4804 / -0.4804 hartree
Net charge = +1
ΔE to the lowest compared entry with this formula, charge and spin = 2.928 eV
E_LUMO (spin up / spin down) = -5.7 / -5.7 eV
Calculated total energy = -3183.21746 hartree

=====

Molecular formula: C5H10DyO3
Method: DFT, ωB97M-V with the def2-TZVPD basis set

Each line ends with the Löwdin spin population.
CARTESIAN COORDINATES (ANGSTROEM)
O 2.087 1.959 -0.574  0.062
C 2.912 1.021 -0.124  -0.019
C 2.359 -0.353 0.036  0.004
O 0.972 -0.282 0.398  0.039
C 0.088 -1.339 0.059  0.005
C -1.301 -0.842 0.384  0.005
O -1.441 0.476 -0.167  0.038
C -2.790 0.948 -0.178  0.009
Dy 0.312 1.815 -0.093  5.850
H 3.995 1.149 -0.231  0.000
H 2.349 -0.869 -0.947  -0.001
H 0.315 -2.247 0.634  0.000
H 0.187 -1.551 -1.017  0.001
H -1.462 -0.786 1.471  0.001
H -2.054 -1.506 -0.061  0.000
H -2.767 2.008 -0.449  0.004
H -3.363 0.389 -0.927  0.000
H -3.240 0.820 0.816  0.000
H 2.840 -0.811 0.973  0.001

HOMO-LUMO gap (spin up / spin down) = 6.60 / 6.92 eV
Highest occupied orbital energy (spin up / spin down) = -0.6060 / -0.6237 hartree
Net charge = +2
ΔE to the lowest compared entry with this formula, charge and spin = 0.152 eV
E_LUMO (spin up / spin down) = -9.9 / -10.1 eV
Calculated total energy = -1306.56430 hartree
2S+1 = 7

=====

Molecular formula: C32H22FeN6O4S4
Method: DFT, ωB97M-V with the def2-TZVPD basis set

Each line ends with the Löwdin spin population.
CARTESIAN COORDINATES (ANGSTROEM)
Fe 0.343 1.172 -1.936  1.925
C -0.755 -3.269 5.557  0.002
O -0.060 -2.394 6.433  0.037
C -0.091 -1.070 6.113  0.074
C -0.832 -0.552 5.059  -0.006
C -0.764 0.797 4.773  0.092
C 0.052 1.654 5.520  0.055
C 0.744 1.126 6.622  0.071
C 0.681 -0.219 6.908  -0.013
N 0.219 3.011 5.231  0.605
N -0.107 3.435 4.054  0.618
C 0.420 2.907 2.912  0.057
C 1.664 2.272 2.851  0.135
C 2.134 1.647 1.699  0.004
C 1.361 1.604 0.545  0.115
O 1.671 0.940 -0.541  0.108
C 0.102 2.290 0.580  0.015
N -0.637 2.171 -0.554  0.009
C -1.842 2.696 -0.602  -0.006
C -2.389 3.386 0.489  0.023
C -1.660 3.515 1.643  -0.005
C -0.371 2.957 1.716  0.038
H -0.545 -4.277 5.909  0.000
H -0.409 -3.157 4.526  0.000
H -1.833 -3.091 5.587  0.001
H -1.447 -1.179 4.431  -0.001
H -1.339 1.175 3.941  0.006
H 1.355 1.793 7.216  0.003
H 1.240 -0.642 7.734  -0.003
H 2.260 2.246 3.755  0.007
H 3.085 1.129 1.704  -0.003
H -2.394 2.560 -1.521  0.001
H -3.390 3.783 0.408  0.002
H -2.058 4.023 2.512  0.002
O -2.102 1.770 -5.075  0.001
C -1.453 1.346 -4.132  0.003
O -0.719 2.029 -3.332  0.015
C -1.502 -0.147 -3.818  0.002
C -2.298 -1.007 -4.603  0.003
C -2.293 -2.340 -4.321  -0.001
C -1.487 -2.829 -3.266  0.004
C -1.411 -4.198 -2.923  0.000
C -0.615 -4.605 -1.889  0.001
C 0.141 -3.666 -1.155  0.000
C 0.092 -2.337 -1.465  0.005
C -0.729 -1.897 -2.527  0.007
N -0.761 -0.565 -2.820  0.036
H -2.890 -0.568 -5.393  0.000
H -2.899 -3.036 -4.889  0.000
H -1.996 -4.913 -3.489  0.000
H -0.570 -5.653 -1.620  0.000
H 0.751 -3.998 -0.325  0.000
H 0.640 -1.600 -0.892  0.002
S -0.712 -0.796 1.368  0.089
S -2.282 -1.946 1.751  0.136
S -4.067 -1.093 0.703  0.358
S -3.488 -0.236 -0.944  0.378
N 5.541 0.498 -7.163  -0.001
C 4.751 0.552 -6.331  0.000
C 3.763 0.618 -5.290  -0.002
C 3.498 1.822 -4.647  0.001
C 2.535 1.829 -3.657  0.001
N 1.851 0.742 -3.297  -0.006
C 2.117 -0.410 -3.912  -0.002
C 3.065 -0.524 -4.913  0.000
H 4.022 2.728 -4.911  0.000
H 2.292 2.741 -3.129  0.002
H 1.557 -1.274 -3.582  0.000
H 3.249 -1.477 -5.385  0.000

HOMO-LUMO gap (spin up / spin down) = 5.05 / 4.85 eV
Highest occupied orbital energy (spin up / spin down) = -0.1442 / -0.1369 hartree
Net charge = -1
ΔE to the lowest compared entry with this formula, charge and spin = 0.062 eV
E_LUMO (spin up / spin down) = 1.1 / 1.1 eV
Calculated total energy = -4718.68459 hartree
2S+1 = 6

=====

What did the first record say?
Molecular formula: C4H7BrNS
Method: DFT, ωB97M-V with the def2-TZVPD basis set

Each line ends with the Mulliken charge.
CARTESIAN COORDINATES (ANGSTROEM)
C -1.126 1.135 0.899  -0.440
C -1.019 0.264 -0.275  0.598
C 1.433 1.259 1.554  -0.472
C 0.189 -1.576 -1.500  -1.059
N -0.013 -0.582 -0.395  -0.297
S -0.087 1.512 2.110  0.118
Br -2.348 0.251 -1.555  0.021
H -2.008 1.796 0.899  0.322
H 1.702 0.727 0.696  0.435
H 2.112 1.555 2.380  0.267
H 1.330 -1.802 -1.436  0.308
H -0.534 -2.346 -1.396  0.417
H 0.039 -1.259 -2.505  0.410
H 0.330 -0.935 0.525  0.373

HOMO-LUMO gap (spin up / spin down) = 7.33 / 7.33 eV
Highest occupied orbital energy (spin up / spin down) = -0.4804 / -0.4804 hartree
Net charge = +1
ΔE to the lowest compared entry with this formula, charge and spin = 2.928 eV
E_LUMO (spin up / spin down) = -5.7 / -5.7 eV
Calculated total energy = -3183.21746 hartree

=====

Question: Look up the ΔE to the lowest compared entry with this formula, charge and spin of the first one.
Answer: 2.928 eV

=====

Question: The lowest calculated total energy belongs to which entry?
Answer: C32H22FeN6O4S4